Entry 1:
This record from the OMol25 dataset describes a 3-piece molecular cluster, C21H47NO7P overall. The level of theory is ωB97M-V/def2-TZVPD.

Geometry as XYZ:
```
77
Properties=species:S:1:pos:R:3
C 3.541 -0.484 1.362
C 3.625 -1.948 1.795
O 2.670 -2.783 1.155
C 1.389 -2.777 1.741
C 0.524 -3.816 1.025
O 0.481 -3.685 -0.373
C -0.513 -2.839 -0.904
C 0.019 -1.435 -1.153
O -0.915 -0.609 -1.823
C -2.090 -0.209 -1.146
C -2.005 1.119 -0.365
P -1.218 2.495 -1.343
C 0.420 1.845 -1.855
O -2.081 2.253 -2.743
C -1.195 0.949 0.942
C -1.522 1.835 2.170
C -1.147 1.054 3.448
C -0.761 3.168 2.111
N -2.969 2.169 2.220
O -3.375 2.557 3.357
C -3.953 1.473 1.361
C -4.107 -0.006 1.791
C -5.276 2.226 1.484
C -3.447 1.613 -0.081
H 3.004 -0.433 0.410
H 4.544 -0.076 1.205
H 3.033 0.153 2.084
H 4.603 -2.356 1.536
H 3.513 -2.033 2.884
H 0.932 -1.770 1.718
H 1.452 -3.076 2.801
H 0.930 -4.811 1.227
H -0.497 -3.776 1.435
H -0.827 -3.283 -1.857
H -1.396 -2.820 -0.245
H 0.370 -0.994 -0.215
H 0.888 -1.511 -1.816
H -2.848 -0.110 -1.931
H -2.423 -0.997 -0.456
H 0.351 1.277 -2.789
H 0.861 1.184 -1.108
H 1.087 2.707 -1.991
H -1.673 2.750 -3.440
H -1.270 -0.107 1.240
H -0.138 1.127 0.741
H -0.317 0.376 3.238
H -1.989 0.477 3.830
H -0.833 1.733 4.249
H 0.276 3.007 1.804
H -0.761 3.652 3.094
H -1.232 3.850 1.397
H -5.120 -0.195 2.164
H -3.937 -0.689 0.952
H -3.410 -0.279 2.583
H -5.107 3.305 1.454
H -5.782 1.991 2.422
H -5.929 1.938 0.655
H -4.148 1.086 -0.741
H -3.528 2.681 -0.334
C 8.655 -0.994 0.826
C 7.581 -0.182 1.522
O 6.735 -0.980 2.346
H 8.205 -1.782 0.222
H 9.263 -0.361 0.178
H 9.320 -1.463 1.556
H 6.916 0.277 0.790
H 8.031 0.625 2.110
H 7.281 -1.394 3.019
C -2.578 -0.954 -5.652
C -1.889 0.001 -6.602
O -2.624 1.213 -6.743
H -3.586 -1.174 -6.004
H -2.028 -1.891 -5.552
H -2.658 -0.493 -4.664
H -1.818 -0.417 -7.605
H -0.871 0.216 -6.257
H -2.710 1.605 -5.871
```

The value obtained for the orbital gap (alpha / beta) is 8.5 / 9.1 eV. Its total charge is 0. The calculation puts the energy above the lowest of the compared OMol25 structures with the same formula, charge and spin at 18.9 kJ/mol. As for the spin multiplicity: 2.



Entry 2:
This record from the OMol25 dataset describes C21H38AuNO2P2 as an isolated structure. The level of theory is ωB97M-V/def2-TZVPD.

Geometry as XYZ:
```
65
Properties=species:S:1:pos:R:3
C -0.971 2.663 -3.276
C -1.000 1.705 -2.265
N 0.096 1.410 -1.573
C 1.278 1.940 -1.872
C 1.387 2.928 -2.868
C 0.238 3.300 -3.569
C -2.252 0.919 -1.957
P -2.193 -0.172 -0.490
Au -0.105 -0.007 0.608
P 2.155 -0.007 -0.115
C 2.502 1.509 -1.066
C -0.190 -1.839 1.637
C -0.686 -1.820 2.926
C -0.681 -3.006 3.675
C -0.182 -4.191 3.113
C 0.290 -4.189 1.799
C 0.260 -3.011 1.033
O -1.886 -1.363 -4.631
O 1.082 -1.933 -3.597
H -1.892 2.891 -3.800
H 2.368 3.350 -3.098
H 0.280 4.056 -4.355
C -3.565 0.412 0.540
C -2.639 -1.852 -0.993
H 3.358 1.350 -1.747
H 2.786 2.309 -0.357
H -2.511 0.271 -2.785
H -3.150 1.562 -1.841
C 3.307 -0.112 1.231
C 2.604 -1.312 -1.280
H -1.089 -0.896 3.350
H -1.058 -2.999 4.695
H -0.153 -5.109 3.709
H 0.677 -5.107 1.350
H 0.573 -3.008 -0.010
H 0.714 -2.802 -3.512
H 1.597 -2.050 -4.400
H -1.094 -1.255 -4.099
H -1.886 -0.590 -5.252
H -0.052 -4.140 -3.282
H -4.506 0.195 0.010
H -3.599 -0.067 1.534
H -3.465 1.499 0.679
H -3.734 -1.920 -1.082
H -2.172 -2.066 -1.965
H -2.308 -2.600 -0.257
H 3.622 -1.150 -1.680
H 2.524 -2.302 -0.803
H 1.896 -1.287 -2.131
H 4.319 0.127 0.895
H 3.002 0.563 2.031
H 3.280 -1.136 1.609
C 1.424 2.962 3.217
C 0.366 1.889 2.972
C -0.788 2.016 3.964
C -0.136 1.928 1.522
H 0.989 3.954 3.048
H 2.269 2.855 2.526
H 1.808 2.905 4.244
H 0.838 0.909 3.134
H -1.320 2.960 3.797
H -1.509 1.199 3.854
H -0.414 1.999 4.996
H -1.189 2.217 1.445
H 0.485 2.544 0.864
```

The value obtained for the orbital gap (alpha / beta) is 5.5 / 4.2 eV. Its total charge is 0. The calculation puts the energy above the lowest of the compared OMol25 structures with the same formula, charge and spin at 5.0 kJ/mol. As for the spin multiplicity: 3.



Entry 3:
This record from the OMol25 dataset describes a 2-piece molecular cluster, C5H4O2 overall. The level of theory is ωB97M-V/def2-TZVPD.

Geometry as XYZ:
```
11
Properties=species:S:1:pos:R:3
O 0.374 -0.760 -2.546
C 0.505 -1.568 -1.760
O -1.177 -0.157 -0.323
C -0.649 1.099 -0.251
C 0.400 1.133 0.584
C 0.528 -0.191 1.105
C -0.446 -0.969 0.586
H -1.095 1.922 -0.800
H 0.956 2.032 0.774
H 1.266 -0.495 1.808
H -0.663 -2.046 0.824
```

The value obtained for the orbital gap is 10.1 eV. Its total charge is 0. The calculation puts the energy above the lowest of the compared OMol25 structures with the same formula, charge and spin at 105.8 kJ/mol.



Entry 4:
This record from the OMol25 dataset describes one molecule with the formula C4H4FNO2. The level of theory is ωB97M-V/def2-TZVPD.

Geometry as XYZ:
```
12
Properties=species:S:1:pos:R:3
N -2.977 -0.256 -0.391
C -1.878 -0.190 -0.001
C -0.469 -0.221 0.405
F -0.313 -1.069 1.509
C -0.034 1.203 0.799
O -0.264 2.181 0.145
C 0.488 -0.565 -0.730
O 1.776 -0.333 -0.141
H 0.482 1.224 1.781
H 0.398 -1.607 -1.003
H 0.338 0.106 -1.567
H 2.452 -0.471 -0.805
```

The value obtained for the orbital gap is 11.1 eV. Its total charge is 0. The calculation puts the energy above the lowest of the compared OMol25 structures with the same formula, charge and spin at 69.5 kJ/mol. The SMILES is N#C[C@](F)(C=O)CO.



Entry 5:
This record from the OMol25 dataset describes one molecule with the formula C20H18B2N2O6. The level of theory is ωB97M-V/def2-TZVPD.

Geometry as XYZ:
```
48
Properties=species:S:1:pos:R:3
O -3.070 -1.575 0.439
C -2.244 -1.650 1.317
C -0.931 -1.177 1.022
C -0.576 -0.783 -0.206
C 0.744 -0.302 -0.528
C 1.000 0.510 -1.570
C 2.323 1.007 -1.879
O 3.283 0.438 -1.410
N 2.451 2.116 -2.695
C 3.643 2.766 -3.051
C 3.613 3.735 -4.058
C 4.773 4.225 -4.602
C 5.965 3.767 -4.056
C 6.018 2.845 -3.024
C 4.854 2.297 -2.563
B 7.506 2.600 -2.897
O 8.018 1.855 -1.869
O 8.326 3.340 -3.763
C 7.385 4.152 -4.461
N -2.463 -2.113 2.607
C -3.660 -2.549 3.147
C -3.641 -3.208 4.395
C -4.807 -3.635 4.954
C -5.980 -3.326 4.318
C -6.053 -2.609 3.109
C -4.863 -2.254 2.497
B -7.648 -2.512 3.030
O -8.271 -1.826 2.005
O -8.335 -3.157 4.100
C -7.329 -3.696 4.885
H -0.227 -1.179 1.814
H -1.351 -0.787 -0.960
H 1.586 -0.517 0.143
H 0.184 0.900 -2.139
H 1.582 2.519 -3.047
H 2.620 3.974 -4.434
H 4.762 4.874 -5.443
H 4.890 1.543 -1.805
H 8.978 1.776 -1.914
H 7.525 3.977 -5.490
H 7.617 5.168 -4.219
H -1.660 -2.110 3.245
H -2.712 -3.413 4.900
H -4.837 -4.242 5.823
H -4.801 -1.788 1.539
H -9.229 -1.952 1.932
H -7.467 -3.240 5.888
H -7.488 -4.787 4.973
```

The value obtained for the orbital gap is 7.7 eV. Its total charge is 0. The SMILES is O=C(/C=C/C=C/C(=O)Nc1ccc2c(c1)B(O)OC2)Nc1ccc2c(c1)B(O)OC2.



Entry 6:
This record from the OMol25 dataset describes a 4-piece molecular cluster, C15H40BrN3O5PS overall. The level of theory is ωB97M-V/def2-TZVPD.

Geometry as XYZ:
```
66
Properties=species:S:1:pos:R:3
C 3.155 -0.628 -2.599
C 1.930 -0.443 -2.200
P 1.001 1.043 -2.535
Br 0.385 1.934 -0.630
S -0.804 0.411 -3.616
C -1.617 -0.744 -2.493
O -0.299 -0.336 -4.713
O -1.615 1.520 -3.934
H 3.623 -1.560 -2.311
H 3.673 0.090 -3.219
H 1.399 -1.219 -1.661
H 1.717 2.010 -3.266
H -2.508 -0.263 -2.094
H -0.956 -0.955 -1.648
H -1.792 -1.671 -3.034
C -4.014 -7.082 -2.046
C -2.988 -6.275 -2.836
C -1.897 -5.635 -1.963
O -2.311 -4.492 -1.228
C -3.033 -4.778 -0.039
N -3.694 -5.278 -3.648
H -4.748 -6.449 -1.549
H -4.566 -7.740 -2.716
H -3.530 -7.705 -1.291
H -2.484 -6.968 -3.516
H -1.103 -5.279 -2.627
H -1.438 -6.372 -1.292
H -2.668 -5.684 0.450
H -4.101 -4.864 -0.244
H -2.897 -3.937 0.643
H -3.026 -4.815 -4.261
H -4.006 -4.538 -3.023
C -3.436 2.830 4.721
C -2.430 1.682 4.704
C -1.112 2.022 3.991
O -1.190 2.048 2.571
C -1.742 3.239 2.037
N -3.073 0.497 4.127
H -3.952 2.945 3.768
H -4.201 2.645 5.474
H -2.951 3.777 4.966
H -2.178 1.457 5.744
H -0.391 1.235 4.227
H -0.684 2.960 4.366
H -1.470 4.119 2.624
H -2.827 3.154 1.961
H -1.352 3.364 1.025
H -2.446 -0.298 4.218
H -3.139 0.642 3.122
C 5.843 4.458 -0.569
C 4.371 4.116 -0.366
C 3.976 3.880 1.099
O 4.391 2.637 1.632
C 5.749 2.579 2.042
N 4.031 2.956 -1.204
H 6.487 3.580 -0.508
H 5.994 4.893 -1.557
H 6.184 5.184 0.170
H 3.790 4.972 -0.720
H 2.883 3.868 1.154
H 4.312 4.705 1.740
H 6.087 3.530 2.462
H 6.394 2.283 1.213
H 5.829 1.812 2.812
H 3.030 2.799 -1.152
H 4.430 2.133 -0.756
```

The value obtained for the orbital gap is 6.6 eV. Its total charge is +1.



> Which formula does entry 5 have?

C20H18B2N2O6



Copy entry 5 word for word.
This record from the OMol25 dataset describes one molecule with the formula C20H18B2N2O6. The level of theory is ωB97M-V/def2-TZVPD.

Geometry as XYZ:
```
48
Properties=species:S:1:pos:R:3
O -3.070 -1.575 0.439
C -2.244 -1.650 1.317
C -0.931 -1.177 1.022
C -0.576 -0.783 -0.206
C 0.744 -0.302 -0.528
C 1.000 0.510 -1.570
C 2.323 1.007 -1.879
O 3.283 0.438 -1.410
N 2.451 2.116 -2.695
C 3.643 2.766 -3.051
C 3.613 3.735 -4.058
C 4.773 4.225 -4.602
C 5.965 3.767 -4.056
C 6.018 2.845 -3.024
C 4.854 2.297 -2.563
B 7.506 2.600 -2.897
O 8.018 1.855 -1.869
O 8.326 3.340 -3.763
C 7.385 4.152 -4.461
N -2.463 -2.113 2.607
C -3.660 -2.549 3.147
C -3.641 -3.208 4.395
C -4.807 -3.635 4.954
C -5.980 -3.326 4.318
C -6.053 -2.609 3.109
C -4.863 -2.254 2.497
B -7.648 -2.512 3.030
O -8.271 -1.826 2.005
O -8.335 -3.157 4.100
C -7.329 -3.696 4.885
H -0.227 -1.179 1.814
H -1.351 -0.787 -0.960
H 1.586 -0.517 0.143
H 0.184 0.900 -2.139
H 1.582 2.519 -3.047
H 2.620 3.974 -4.434
H 4.762 4.874 -5.443
H 4.890 1.543 -1.805
H 8.978 1.776 -1.914
H 7.525 3.977 -5.490
H 7.617 5.168 -4.219
H -1.660 -2.110 3.245
H -2.712 -3.413 4.900
H -4.837 -4.242 5.823
H -4.801 -1.788 1.539
H -9.229 -1.952 1.932
H -7.467 -3.240 5.888
H -7.488 -4.787 4.973
```

The value obtained for the orbital gap is 7.7 eV. Its total charge is 0. The SMILES is O=C(/C=C/C=C/C(=O)Nc1ccc2c(c1)B(O)OC2)Nc1ccc2c(c1)B(O)OC2.



> Which formula does entry 1 have?

C21H47NO7P